{"formula": "C10H17N2O8P2Rh", "method": "the ωB97M-V functional and the def2-TZVPD basis", "species": ["Rh", "C", "C", "O", "N", "C", "C", "C", "C", "C", "C", "N", "H", "H", "H", "H", "H", "H", "H", "H", "H", "H", "C", "C", "O", "P", "O", "O", "O", "P", "O", "O", "O", "H", "H", "H", "H", "H", "H", "H"], "positions_angstrom": [[-0.06345, 0.59869, 0.41169], [4.16533, 1.31996, 0.66521], [2.99207, 0.43242, 0.90645], [2.02420, 0.43656, 0.10287], [2.98870, -0.36259, 1.97231], [1.93387, -1.33752, 2.24324], [0.79688, -0.80694, 3.08659], [0.76617, -1.03381, 4.45039], [-0.31242, -0.58548, 5.19766], [-1.34696, 0.07106, 4.55023], [-1.24975, 0.26732, 3.18889], [-0.20260, -0.15453, 2.46475], [4.37855, 1.33448, -0.40121], [5.04924, 1.00802, 1.21657], [3.89658, 2.33236, 0.97279], [3.79552, -0.34277, 2.57680], [2.39436, -2.18034, 2.75419], [1.56344, -1.70617, 1.28650], [1.57566, -1.57366, 4.92287], [-0.35001, -0.75770, 6.26481], [-2.21607, 0.42525, 5.08507], [-2.03540, 0.77248, 2.64112], [-3.47158, 3.55961, 0.23715], [-2.89126, 2.90827, -0.98365], [-3.12019, 3.59967, -2.10696], [-2.98374, 1.07832, -1.20911], [-4.52234, 0.88462, -1.10963], [-2.64308, 0.88040, -2.73282], [-2.15449, 0.30414, -0.25211], [-0.69379, 3.13360, -0.70106], [-0.48811, 4.63768, -1.00806], [-0.28843, 2.13195, -1.71973], [-0.52990, 2.81122, 0.74360], [-4.54660, 3.34866, 0.22808], [-3.33342, 4.63914, 0.18578], [-3.03066, 3.17029, 1.15018], [-3.00393, 3.05290, -2.90667], [-4.92102, 0.02990, -1.33827], [-1.69112, 0.80565, -2.92409], [-0.43216, 4.91617, -1.93584]], "atomic_forces_ev_per_a": [[-0.10, -0.15, 0.38], [0.02, -0.02, 0.02], [-0.09, -0.26, 0.09], [-0.05, 0.28, -0.16], [-0.05, 0.09, -0.05], [0.13, 0.02, 0.00], [-0.02, -0.10, -0.13], [-0.02, -0.02, 0.05], [-0.03, 0.02, -0.03], [0.03, -0.03, 0.03], [-0.02, 0.05, -0.09], [0.07, 0.06, 0.13], [0.01, 0.01, 0.00], [-0.01, 0.00, 0.01], [0.01, 0.01, -0.03], [0.00, -0.02, 0.02], [-0.01, 0.00, 0.01], [-0.04, 0.00, 0.01], [0.00, 0.00, -0.01], [0.00, 0.00, 0.00], [0.00, 0.00, 0.00], [0.01, 0.02, 0.01], [0.03, -0.09, -0.10], [-0.03, 0.13, 0.02], [0.04, -0.03, 0.00], [0.00, 0.24, -0.14], [-0.01, -0.08, 0.02], [0.06, -0.05, 0.03], [0.21, -0.06, 0.12], [0.11, -0.21, -0.17], [-0.14, 0.09, 0.09], [-0.01, 0.10, -0.09], [-0.03, -0.04, -0.08], [-0.01, 0.05, 0.04], [0.00, 0.01, 0.02], [-0.03, -0.02, 0.01], [-0.02, 0.01, -0.01], [-0.01, 0.01, 0.01], [-0.04, 0.00, 0.00], [0.02, -0.02, 0.00]], "relative_energy_kcal_mol": 0.0, "charge": 2, "s2": 6.007, "spin_multiplicity": 5, "homo_ev": [-15.78, -16.05], "homo_lumo_gap_ev": [10.236, 6.639]}


{"formula": "C19H27BrF16I3O5PSi2", "method": "the ωB97M-V functional and the def2-TZVPD basis", "species": ["C", "P", "O", "Si", "I", "C", "C", "O", "Br", "O", "Si", "C", "C", "C", "I", "C", "C", "C", "I", "H", "H", "H", "H", "H", "H", "H", "H", "H", "H", "H", "H", "H", "H", "H", "H", "H", "H", "H", "C", "C", "C", "F", "F", "F", "F", "O", "C", "C", "F", "F", "F", "F", "H", "H", "H", "H", "C", "C", "C", "F", "F", "F", "F", "O", "C", "C", "F", "F", "F", "F", "H", "H", "H", "H"], "positions_angstrom": [[3.50550, -0.28521, 2.34454], [3.34642, -1.34503, 0.84949], [4.29089, -2.65431, 1.19690], [1.21499, -2.07826, 1.01019], [1.29757, -4.12254, 2.37013], [0.55343, -2.40297, -0.72094], [0.50780, -1.16484, -1.54955], [1.34446, -0.29913, -1.65117], [-1.17112, -0.99490, -2.60984], [0.29581, -0.85905, 1.65049], [-1.21037, -1.20732, 2.31618], [-2.18809, 0.38426, 2.18457], [-2.50335, 0.70390, 0.70980], [-3.95900, 0.45567, 0.34347], [-4.80660, 2.01133, -0.84188], [-2.16296, -2.53752, 1.39739], [-3.51588, -2.68300, 2.07860], [-4.43496, -3.62795, 1.33721], [-3.91191, -5.66894, 1.75796], [2.77310, -0.49229, 3.11280], [3.40902, 0.75137, 2.08140], [4.48612, -0.46970, 2.75894], [4.08186, -2.99894, 2.07689], [1.17679, -3.09951, -1.26373], [-0.44226, -2.81806, -0.72676], [-1.07226, -1.56611, 3.74381], [-1.51674, 1.15914, 2.53105], [-3.07666, 0.36699, 2.79420], [-1.86319, 0.12321, 0.06393], [-2.25211, 1.72721, 0.50139], [-4.56097, 0.40887, 1.23227], [-4.06200, -0.47406, -0.19048], [-2.34507, -2.28775, 0.35792], [-1.71081, -3.51972, 1.43551], [-3.38153, -3.05557, 3.08192], [-4.02973, -1.73421, 2.17793], [-5.44496, -3.53015, 1.67712], [-4.37555, -3.48071, 0.27304], [0.49733, 0.08071, -8.80374], [0.46511, -1.33416, -9.41588], [-0.72836, -1.73011, -10.29162], [-1.87749, -1.75033, -9.59343], [-0.51472, -2.97851, -10.76957], [0.65369, -2.25703, -8.45092], [1.54259, -1.39681, -10.25044], [0.14537, 0.24178, -7.43728], [-1.12988, 0.52676, -7.00804], [-1.65166, -0.55251, -6.05797], [-1.71874, -1.74625, -6.68198], [-2.90048, -0.22093, -5.65280], [-1.98333, 0.76454, -8.02265], [-1.05897, 1.66679, -6.28478], [1.55309, 0.34470, -8.81878], [-0.00190, 0.80957, -9.44138], [-0.82897, -1.04655, -11.13934], [-1.00491, -0.64422, -5.18115], [2.54547, 4.69081, 5.12743], [3.02792, 5.14924, 6.51776], [4.39648, 4.67052, 7.01329], [4.42846, 3.33436, 7.17519], [4.64012, 5.23761, 8.21671], [2.08368, 4.87946, 7.44265], [3.14132, 6.50522, 6.43851], [1.59493, 3.63633, 5.05347], [1.93369, 2.30958, 4.93598], [1.38478, 1.48024, 6.09857], [1.89928, 1.90055, 7.26688], [1.73979, 0.18730, 5.91125], [3.25646, 2.13531, 4.75739], [1.33278, 1.85223, 3.81287], [1.99302, 5.54756, 4.74675], [3.37571, 4.54087, 4.43859], [5.18634, 4.97271, 6.31995], [0.29631, 1.55847, 6.13582]], "atomic_forces_ev_per_a": [[-0.45, -0.61, 0.16], [0.46, 0.54, -0.83], [-0.33, -0.02, 0.43], [0.80, 0.81, 0.13], [-0.24, 0.01, -0.06], [-0.50, 0.01, -0.17], [1.86, 2.19, -0.31], [-1.94, -1.91, 0.21], [0.12, -0.04, 0.31], [-0.34, -1.11, 0.07], [-0.40, 0.70, 0.10], [0.73, -0.40, -0.64], [-0.22, 0.09, 0.28], [0.35, -0.02, 0.04], [-0.03, -0.11, -0.11], [-0.08, 0.13, 0.45], [-0.13, -0.17, -0.07], [0.34, -0.19, 0.41], [-0.01, 0.04, -0.20], [-0.19, -0.10, 0.30], [0.04, 0.48, -0.23], [0.39, 0.06, 0.04], [0.11, -0.29, -0.06], [0.43, -0.32, -0.09], [-0.21, -0.34, 0.22], [0.15, -0.17, -0.02], [0.08, 0.27, 0.48], [-0.29, 0.14, 0.34], [0.20, -0.20, -0.44], [0.12, 0.51, -0.01], [-0.39, 0.07, 0.26], [-0.27, -0.22, -0.34], [0.16, 0.20, -0.37], [0.42, -0.25, -0.14], [0.04, -0.06, 0.51], [-0.13, 0.37, -0.10], [-0.57, -0.02, 0.07], [-0.06, -0.10, -0.41], [0.26, 0.57, 0.00], [-0.04, -0.07, 0.54], [0.01, -0.08, -0.25], [-0.03, 0.15, 0.24], [0.04, 0.04, 0.02], [-0.11, 0.00, 0.01], [0.04, 0.10, -0.16], [-0.38, -0.63, -0.08], [0.35, 0.33, -0.25], [-0.03, -0.23, 0.20], [0.01, 0.02, -0.19], [0.03, 0.05, -0.02], [0.09, -0.25, -0.06], [-0.03, 0.07, 0.03], [0.04, -0.04, 0.00], [-0.25, -0.14, -0.04], [0.00, 0.03, 0.04], [0.01, 0.12, -0.24], [-0.12, 0.15, -0.57], [-0.42, -0.31, 0.10], [0.19, 0.13, 0.07], [-0.18, -0.15, -0.14], [-0.04, 0.01, -0.03], [0.05, -0.09, 0.00], [0.11, 0.11, -0.11], [0.15, -0.23, 0.71], [0.16, 0.73, -0.51], [-0.10, -0.14, 0.09], [0.15, 0.06, 0.00], [0.00, 0.02, -0.01], [0.01, -0.01, 0.29], [-0.12, -0.16, -0.06], [-0.03, 0.04, 0.04], [0.16, -0.18, 0.16], [-0.03, -0.03, -0.03], [0.01, 0.01, -0.05]], "spin_multiplicity": 1, "homo_ev": -8.61, "homo_lumo_gap_ev": 8.688}